{
  "formula": "C36H66ClN7O19",
  "method": "ωB97M-V/def2-TZVPD",
  "elements": ["C", "C", "C", "C", "C", "C", "C", "C", "C", "C", "C", "C", "C", "C", "C", "C", "C", "O", "C", "C", "Cl", "C", "C", "O", "C", "O", "C", "C", "O", "C", "C", "C", "O", "N", "C", "O", "C", "C", "O", "H", "H", "H", "H", "H", "H", "H", "H", "H", "H", "H", "H", "H", "H", "H", "H", "H", "H", "H", "H", "H", "H", "H", "H", "H", "H", "H", "H", "H", "H", "H", "H", "H", "H", "H", "H", "H", "H", "H", "H", "H", "H", "H", "H", "H", "H", "H", "H", "C", "N", "O", "O", "H", "H", "H", "C", "N", "O", "O", "H", "H", "H", "C", "N", "O", "O", "H", "H", "H", "C", "N", "O", "O", "H", "H", "H", "C", "N", "O", "O", "H", "H", "H", "C", "N", "O", "O", "H", "H", "H"],
  "xyz": [[-3.6118, -2.7799, 5.7306], [-3.0063, -2.2927, 4.2637], [-3.5436, -3.3895, 3.1426], [-3.3723, -2.6978, 1.6517], [-3.9210, -3.7766, 0.5431], [-4.5520, -3.0010, -0.7575], [-3.3125, -2.2409, -1.5158], [-3.3055, -0.6321, -1.1719], [-1.8287, -0.0003, -1.5186], [-0.7352, -0.1563, -0.2633], [0.3391, 1.0702, -0.4240], [1.9107, 0.6561, -0.2141], [2.7109, 0.7153, -1.6434], [3.5987, -0.5586, -2.2651], [3.7866, -1.9762, -1.4646], [2.4360, -2.8958, -1.3442], [2.0934, -3.8097, -2.6610], [1.2321, -4.9357, -2.1674], [2.0727, -6.1603, -2.0007], [4.3162, -0.3547, -3.7622], [5.3303, -1.7449, -4.5452], [4.1899, 1.0355, -4.6406], [4.8541, 1.2520, -6.1544], [4.3711, 0.1679, -7.0234], [2.9324, 0.2752, -7.3102], [2.2973, -1.0475, -7.1301], [1.5744, -1.1427, -5.8517], [0.2029, -2.0906, -5.9381], [-0.3189, -2.2378, -7.3061], [3.3684, 2.3138, -4.0262], [2.6771, 2.0731, -2.5597], [1.9974, 3.5477, -2.3496], [1.0475, 4.0071, -1.5327], [2.6892, 4.5426, -3.2851], [3.8102, 5.2685, -2.5671], [4.3426, 4.5679, -1.3881], [4.6119, 5.4875, -0.2667], [3.0709, 3.8232, -4.5916], [3.0931, 4.3278, -5.8368], [-3.3396, -3.9201, 5.9057], [-3.2040, -2.0881, 6.5937], [-4.7906, -2.6653, 5.6560], [-3.3340, -1.1844, 4.0037], [-1.8285, -2.3435, 4.3717], [-4.7016, -3.6263, 3.3101], [-2.8755, -4.3574, 3.1473], [-3.9203, -1.6637, 1.6303], [-2.2168, -2.5219, 1.4975], [-4.7179, -4.4816, 1.0446], [-2.9888, -4.3829, 0.1648], [-5.3988, -2.2479, -0.4055], [-5.0591, -3.8139, -1.4541], [-3.4678, -2.3954, -2.6884], [-2.2647, -2.6696, -1.1958], [-4.0689, -0.1334, -1.9423], [-3.7090, -0.3589, -0.1046], [-1.3852, -0.3769, -2.5493], [-1.9957, 1.1756, -1.6346], [-0.2868, -1.2322, -0.3630], [-1.3281, -0.0403, 0.7389], [0.0861, 1.8837, 0.3950], [0.1491, 1.5518, -1.4996], [2.4347, 1.4443, 0.5133], [2.0432, -0.4537, 0.2031], [4.6222, -2.6732, -1.9550], [4.1790, -1.7840, -0.3536], [1.5458, -2.2044, -1.0308], [2.6158, -3.6490, -0.4397], [1.3993, -3.1942, -3.3942], [3.0440, -4.2652, -3.1689], [1.4507, -6.9401, -1.3814], [3.0486, -5.9356, -1.3615], [2.3445, -6.6718, -3.0319], [6.0195, 1.1473, -6.0253], [4.6164, 2.3384, -6.5740], [2.8456, 0.5153, -8.4763], [2.3803, 1.1529, -6.7647], [2.2968, -1.7366, -5.1097], [1.2299, -0.1056, -5.4060], [0.4538, -3.1642, -5.4815], [-0.6319, -1.6466, -5.2097], [-1.2831, -2.5401, -7.1728], [3.3383, 6.2886, -2.1655], [4.6989, 5.5963, -3.2830], [3.6588, 5.6784, 0.4139], [5.4457, 5.0457, 0.4619], [4.9997, 6.5360, -0.6351], [-1.5854, 2.4308, 4.0379], [-1.4506, 1.0013, 3.6480], [-0.4313, 0.4073, 4.0183], [-2.3719, 0.5158, 2.9812], [-0.7075, 2.7230, 4.6180], [-1.6538, 3.0177, 3.1198], [-2.4928, 2.5245, 4.6380], [3.0400, 4.3626, 2.7317], [2.0309, 3.9666, 3.7508], [1.3077, 4.8593, 4.2079], [1.9932, 2.7707, 4.0629], [2.9607, 5.4373, 2.5550], [4.0254, 4.1085, 3.1276], [2.8228, 3.8046, 1.8186], [-5.4026, -5.2500, 8.1948], [-5.2472, -5.9240, 6.8776], [-4.1287, -5.8877, 6.3517], [-6.2525, -6.4706, 6.4088], [-4.4438, -4.8148, 8.4843], [-6.1602, -4.4721, 8.0796], [-5.7166, -6.0064, 8.9171], [-1.8700, 6.7542, 3.7324], [-2.8792, 6.3582, 4.7515], [-3.6024, 7.2510, 5.2086], [-2.9168, 5.1623, 5.0637], [-1.9494, 7.8289, 3.5557], [-0.8847, 6.5001, 4.1284], [-2.0873, 6.1962, 2.8193], [6.0769, -5.5705, -6.4671], [5.0678, -5.9665, -5.4481], [4.3446, -5.0738, -4.9910], [5.0301, -7.1624, -5.1359], [5.9976, -4.4958, -6.6438], [7.0623, -5.8246, -6.0712], [5.8597, -6.1285, -7.3803], [-6.0257, 6.9498, 7.2857], [-6.9349, 7.0535, 8.4588], [-6.4615, 6.7796, 9.5677], [-8.0982, 7.4070, 8.2332], [-5.0397, 6.6307, 7.6300], [-6.4526, 6.2131, 6.6021], [-5.9715, 7.9372, 6.8224]],
  "forces_ev_per_angstrom": [[-0.122, 0.405, -0.766], [-0.211, -1.203, 0.987], [0.422, 1.641, -0.641], [0.221, -1.184, 0.685], [-0.014, 0.939, -0.237], [0.444, -0.847, 0.410], [-0.745, 0.531, -0.052], [-0.081, -0.042, -1.919], [-0.474, 1.326, 1.033], [-0.853, 0.204, -1.206], [-0.357, -0.026, 0.132], [0.777, 0.028, -0.845], [1.719, 0.445, -3.564], [-0.044, 2.626, -1.989], [0.451, -0.302, 0.291], [0.379, -0.177, 0.461], [-0.902, 0.218, 0.801], [2.639, -0.514, -0.647], [-0.160, -0.572, 0.547], [-1.812, 3.003, 1.120], [-1.776, 2.329, 1.471], [-1.508, 0.880, 2.187], [0.059, -0.505, 1.374], [-1.059, 1.956, 1.020], [-0.447, -0.325, -2.065], [-0.348, 2.782, 1.504], [-0.437, -1.277, 0.890], [0.211, -0.547, 0.923], [-1.534, -0.225, 2.135], [0.242, -4.530, 1.981], [0.999, -0.354, -1.975], [-2.836, 1.458, 3.487], [5.988, -3.093, -4.848], [0.604, -1.613, -0.709], [-0.014, 2.761, 0.607], [-0.258, 1.391, -0.053], [0.297, 0.695, 0.992], [0.433, 0.347, -2.903], [0.038, -3.215, 8.433], [-0.549, 2.670, -0.269], [-0.848, -1.499, -1.622], [2.374, -0.322, 0.382], [0.633, -2.594, 0.540], [-2.398, 0.245, -0.547], [2.609, 0.352, -0.234], [-1.554, 1.778, 0.233], [0.926, -2.048, -0.023], [-2.306, -0.121, 0.203], [1.608, 1.316, -1.019], [-1.975, 0.864, 0.783], [1.845, -1.460, -0.792], [1.071, 1.765, 1.312], [0.621, 0.496, 2.515], [-2.153, 0.547, -0.638], [1.525, -0.985, 1.708], [1.163, -0.675, -1.976], [-0.942, 0.544, 2.187], [0.379, -2.441, 0.136], [-0.558, 2.086, 0.489], [1.209, -0.440, -1.866], [0.462, -1.567, -1.832], [0.727, -0.967, 2.522], [-1.051, -1.880, -1.578], [-0.340, 2.628, -0.774], [-1.768, 1.916, 0.758], [-0.932, -0.041, -2.473], [1.501, -1.473, -0.795], [-0.355, 1.574, -1.960], [1.693, -1.305, 1.308], [-1.782, 1.190, 0.832], [1.042, 1.672, -1.231], [-1.911, -0.345, -1.475], [-0.422, 1.320, 2.010], [-2.366, 0.003, -0.497], [0.248, -2.348, 1.060], [0.208, -0.717, 2.494], [1.183, -1.832, -0.507], [-1.614, 1.603, -1.284], [1.044, -1.913, -1.036], [-0.390, 2.185, -1.123], [1.840, -0.659, -1.560], [2.293, 0.688, -0.436], [0.895, -2.183, -0.894], [-2.003, -1.114, 1.153], [1.717, -0.435, -1.729], [-1.787, 0.645, -1.952], [-0.732, -2.085, 0.597], [0.155, 0.201, 0.278], [0.420, -0.934, -0.102], [-1.617, 0.600, -0.725], [1.363, 0.651, 0.680], [-0.161, -0.176, -0.170], [-0.152, -0.151, 0.155], [0.103, 0.011, -0.269], [0.098, 0.241, -0.128], [-0.582, -0.550, 0.709], [0.697, -1.261, -0.442], [-0.126, 1.966, -0.386], [-0.090, -0.292, 0.165], [-0.204, -0.094, -0.107], [0.088, -0.008, 0.194], [0.187, 0.182, 0.224], [0.175, -0.529, -1.018], [-1.726, -0.421, 0.626], [1.548, 0.782, 0.561], [-0.207, -0.144, -0.199], [0.053, -0.245, 0.021], [-0.076, 0.151, -0.198], [0.147, 0.286, -0.149], [-0.707, -0.178, 0.681], [0.879, -1.464, -0.469], [-0.122, 1.748, -0.315], [-0.092, -0.290, 0.129], [-0.180, -0.129, -0.106], [0.095, -0.007, 0.225], [0.113, 0.296, -0.177], [-0.737, -0.356, 0.746], [0.909, -1.391, -0.488], [-0.080, 1.826, -0.340], [-0.095, -0.269, 0.117], [-0.216, -0.101, -0.104], [0.100, 0.000, 0.239], [0.353, -0.076, -0.040], [-0.615, 0.044, 0.894], [-0.889, 0.435, -1.442], [1.612, -0.511, 0.499], [-0.331, 0.097, -0.025], [0.011, 0.247, 0.080], [-0.115, -0.244, 0.024]],
  "lumo_ev": -1.6
}